Density functional theory data (ωB97M-V with the def2-TZVPD basis set) for C43H101AgMnN9O16 as an isolated structure.

Each line ends with the Löwdin charge.
Geometry (Å):
Ag (-2.813, -0.104, -0.950)  0.8378
Mn (0.596, 2.539, -1.606)  0.8923
C (-0.110, 0.167, -0.837)  -1.0874
O (-0.711, 0.774, -1.691)  -0.1139
O (-0.731, -0.768, -0.375)  -0.0770
O (0.874, 0.767, -0.409)  -0.0719
C (-3.959, 2.945, 1.839)  0.0927
C (-3.530, 3.725, 2.816)  -0.3311
C (-2.109, 4.260, 2.901)  -0.3452
O (-1.591, 4.878, 3.930)  -0.0384
C (-1.215, 4.082, 1.880)  0.0095
C (-1.542, 3.353, 0.646)  -0.2463
C (-3.039, 2.668, 0.680)  -0.2089
O (-3.455, 1.949, -0.239)  -0.0175
O (-0.797, 3.261, -0.332)  -0.0687
O (-4.364, 3.981, 3.767)  0.0822
H (-4.963, 2.563, 1.729)  0.1333
H (-0.205, 4.458, 1.943)  0.0952
C (0.272, -4.869, 1.246)  -0.0440
C (1.165, -4.009, 0.260)  -0.3771
C (2.388, -4.790, -0.284)  -0.1745
O (2.806, -4.040, -1.455)  -0.2224
C (4.249, -4.155, -1.728)  -0.0682
N (0.253, -3.733, -0.866)  0.0594
H (-0.758, -4.515, 1.282)  0.0530
H (0.677, -4.905, 2.258)  0.0678
H (0.411, -5.899, 0.916)  0.0617
H (1.614, -3.098, 0.657)  0.1183
H (1.914, -5.704, -0.641)  0.1125
H (3.171, -4.983, 0.449)  0.1271
H (4.901, -4.004, -0.868)  0.0815
H (4.469, -3.470, -2.548)  0.0754
H (4.469, -5.143, -2.132)  0.0779
H (0.849, -3.803, -1.679)  0.0637
H (0.027, -2.762, -0.705)  0.0449
C (3.482, 5.275, 0.140)  -0.0323
C (2.332, 4.549, -0.575)  -0.4084
C (1.699, 5.348, -1.729)  -0.1095
O (0.540, 4.664, -2.323)  -0.2735
C (-0.463, 5.458, -2.800)  -0.1220
N (2.627, 3.204, -1.063)  0.0330
H (4.248, 5.541, -0.589)  0.0784
H (3.905, 4.611, 0.893)  0.0711
H (3.259, 6.229, 0.618)  0.0856
H (1.556, 4.452, 0.184)  0.1212
H (2.430, 5.529, -2.518)  0.1286
H (1.399, 6.319, -1.334)  0.1333
H (-0.908, 6.190, -2.127)  0.0997
H (-1.286, 4.767, -2.986)  0.0967
H (-0.317, 6.031, -3.716)  0.0931
H (3.007, 2.764, -0.238)  0.0276
H (3.490, 3.267, -1.583)  0.1061
C (-1.767, -6.271, -2.475)  -0.0268
C (-2.791, -5.832, -1.330)  -0.4095
C (-2.698, -6.784, -0.155)  -0.1584
O (-3.464, -6.398, 1.095)  -0.2255
C (-4.884, -6.385, 0.934)  -0.1186
N (-2.734, -4.469, -0.879)  0.0639
H (-1.855, -7.315, -2.773)  0.0699
H (-0.764, -6.268, -2.048)  0.0513
H (-1.660, -5.589, -3.319)  0.0596
H (-3.809, -6.018, -1.672)  0.1203
H (-1.700, -6.787, 0.283)  0.0985
H (-2.821, -7.859, -0.285)  0.1200
H (-5.212, -6.445, 1.971)  0.0846
H (-5.185, -7.258, 0.355)  0.0876
H (-5.262, -5.430, 0.569)  0.0726
H (-1.809, -4.239, -0.544)  0.0308
H (-3.293, -4.353, -0.045)  0.0507
C (3.701, -0.799, 1.498)  -0.0465
C (4.659, 0.322, 1.125)  -0.3790
C (5.477, 0.137, -0.191)  -0.1942
O (6.325, -1.003, -0.103)  -0.1910
C (6.980, -1.203, -1.369)  -0.1034
N (3.771, 1.475, 0.931)  0.0388
H (2.974, -0.611, 2.289)  0.0729
H (4.316, -1.664, 1.748)  0.0799
H (3.112, -0.966, 0.596)  0.0771
H (5.378, 0.568, 1.907)  0.1416
H (6.001, 1.034, -0.521)  0.1203
H (4.766, -0.126, -0.975)  0.1100
H (7.673, -0.415, -1.663)  0.0840
H (6.179, -1.393, -2.084)  0.0734
H (7.600, -2.099, -1.348)  0.0838
H (2.976, 1.140, 0.405)  0.0374
H (3.505, 1.594, 1.898)  0.0601
C (1.864, 0.032, -4.142)  -0.0189
C (1.680, 1.466, -4.656)  -0.3837
C (0.680, 1.578, -5.825)  -0.1160
O (0.429, 3.005, -6.122)  -0.2291
C (1.443, 3.631, -6.879)  -0.1036
N (1.334, 2.483, -3.639)  0.0316
H (0.998, -0.378, -3.622)  0.0759
H (2.727, 0.017, -3.476)  0.0775
H (2.038, -0.587, -5.023)  0.0788
H (2.597, 1.836, -5.114)  0.1246
H (-0.339, 1.223, -5.674)  0.1325
H (1.218, 1.159, -6.676)  0.1259
H (1.561, 3.213, -7.879)  0.0931
H (2.438, 3.568, -6.438)  0.0785
H (1.086, 4.655, -6.775)  0.1001
H (2.127, 3.108, -3.663)  0.0818
H (0.801, 2.946, -4.361)  0.0585
C (0.115, 0.108, 3.468)  -0.0787
C (0.015, -1.394, 3.638)  -0.3301
C (-0.690, -1.925, 5.005)  -0.1581
O (-0.673, -3.348, 4.967)  -0.2156
C (-1.505, -4.067, 5.865)  -0.1011
N (-0.904, -1.780, 2.498)  0.0437
H (0.469, 0.607, 4.370)  0.0726
H (-0.862, 0.566, 3.312)  0.0739
H (0.588, 0.446, 2.546)  0.0653
H (1.000, -1.860, 3.608)  0.1204
H (-1.710, -1.551, 5.103)  0.1173
H (-0.126, -1.511, 5.841)  0.1140
H (-2.576, -3.891, 5.769)  0.0781
H (-1.212, -3.869, 6.896)  0.0853
H (-1.359, -5.094, 5.529)  0.0889
H (-0.988, -2.774, 2.658)  0.0511
H (-0.504, -1.624, 1.584)  0.0447
C (-4.662, -2.083, 2.723)  -0.0428
C (-4.284, -1.616, 1.328)  -0.4001
C (-5.494, -0.994, 0.473)  -0.1336
O (-5.052, -0.369, -0.779)  -0.2984
C (-6.190, 0.104, -1.605)  -0.0544
N (-3.174, -0.691, 1.243)  0.0149
H (-4.067, -2.908, 3.113)  0.0704
H (-5.619, -2.574, 2.543)  0.0690
H (-4.739, -1.268, 3.443)  0.0839
H (-3.936, -2.417, 0.675)  0.1113
H (-6.005, -0.268, 1.106)  0.1192
H (-6.127, -1.859, 0.272)  0.1132
H (-7.229, -0.159, -1.403)  0.0863
H (-5.970, -0.218, -2.623)  0.0666
H (-6.162, 1.193, -1.581)  0.0775
H (-3.320, 0.110, 1.841)  0.0774
H (-2.340, -1.153, 1.577)  0.0169
C (-2.856, -2.513, -4.764)  -0.0342
C (-2.819, -1.383, -3.745)  -0.4227
C (-3.471, -0.074, -4.117)  -0.1880
O (-3.420, 0.874, -3.031)  -0.2616
C (-4.098, 2.139, -3.271)  -0.0636
N (-3.351, -1.882, -2.478)  0.0323
H (-2.964, -3.496, -4.306)  0.0671
H (-1.901, -2.409, -5.277)  0.0776
H (-3.721, -2.400, -5.419)  0.0766
H (-1.802, -1.046, -3.547)  0.1217
H (-4.467, -0.277, -4.510)  0.1161
H (-2.932, 0.398, -4.939)  0.1220
H (-5.002, 1.806, -3.781)  0.0768
H (-3.574, 2.781, -3.979)  0.0800
H (-4.281, 2.703, -2.357)  0.0787
H (-3.058, -2.841, -2.353)  0.0339
H (-4.351, -1.998, -2.559)  0.0790
C (4.479, 6.229, 6.500)  -0.0616
C (3.903, 4.903, 5.980)  -0.4004
C (4.065, 4.729, 4.397)  -0.1719
O (3.621, 3.449, 3.859)  -0.2009
C (2.258, 3.357, 3.517)  -0.0987
N (4.705, 3.836, 6.606)  0.0245
H (4.319, 7.107, 5.875)  0.0768
H (5.536, 5.987, 6.609)  0.0635
H (4.193, 6.389, 7.540)  0.0789
H (2.841, 4.797, 6.203)  0.1296
H (5.103, 4.952, 4.153)  0.1173
H (3.668, 5.612, 3.896)  0.1095
H (1.576, 4.072, 3.978)  0.0959
H (1.760, 2.388, 3.543)  0.0690
H (2.345, 3.600, 2.458)  0.0607
H (5.665, 4.126, 6.485)  0.0513
H (4.739, 3.156, 5.860)  0.0503

Results
Expectation value of S²: 12.06
2S+1: 7
E_LUMO (alpha / beta), eV: -0.127 / -1.776
HOMO level (alpha / beta), eV: -6.45 / -6.49

Density functional theory data (ωB97M-V with the def2-TZVPD basis set) for one molecule with the formula C25H38N2O3.

Each line ends with the Löwdin charge.
Geometry (Å):
C (-1.765, 4.924, -1.736)  -0.1101
C (-1.087, 4.150, -0.613)  -0.2677
C (-1.048, 2.654, -0.910)  -0.2254
C (-0.246, 1.876, 0.130)  -0.2045
C (-0.149, 0.395, -0.228)  -0.1577
C (0.712, -0.403, 0.754)  -0.2347
C (-0.003, -0.647, 2.092)  -0.0851
N (-0.583, -1.964, 1.955)  -0.0029
C (-1.593, -2.489, 2.848)  -0.2815
C (-2.932, -1.765, 2.683)  -0.1422
C (-3.987, -2.421, 3.568)  -0.1991
C (-3.548, -2.397, 5.030)  -0.2090
C (-2.202, -3.096, 5.195)  -0.1987
C (-1.146, -2.441, 4.310)  -0.1454
C (-0.072, -2.682, 0.941)  -0.4304
O (-0.376, -3.819, 0.645)  0.0710
C (0.974, -1.824, 0.236)  -0.1750
C (2.376, -2.344, 0.590)  -0.0423
C (3.411, -1.494, -0.128)  -0.5045
O (4.062, -0.633, 0.426)  0.0610
N (3.519, -1.773, -1.446)  0.0784
C (4.223, -0.890, -2.361)  -0.1272
C (3.278, 0.149, -2.909)  -0.2181
C (3.067, 1.337, -2.215)  -0.0242
C (2.158, 2.265, -2.671)  -0.0065
C (1.423, 2.024, -3.835)  -0.2846
O (0.541, 3.001, -4.192)  -0.1047
C (-0.230, 2.820, -5.354)  -0.0862
C (1.624, 0.837, -4.529)  -0.0164
C (2.546, -0.086, -4.061)  -0.0372
H (-2.788, 4.581, -1.873)  0.0717
H (-1.786, 5.988, -1.513)  0.0675
H (-1.224, 4.777, -2.668)  0.0588
H (-0.065, 4.517, -0.490)  0.1053
H (-1.615, 4.324, 0.328)  0.1074
H (-0.599, 2.503, -1.893)  0.0909
H (-2.069, 2.265, -0.949)  0.1203
H (0.764, 2.288, 0.187)  0.1130
H (-0.709, 2.002, 1.111)  0.1102
H (0.295, 0.317, -1.224)  0.1102
H (-1.149, -0.045, -0.273)  0.1297
H (1.652, 0.132, 0.909)  0.1387
H (0.706, -0.626, 2.929)  0.1317
H (-0.781, 0.095, 2.282)  0.1161
H (-1.719, -3.536, 2.545)  0.1539
H (-3.239, -1.804, 1.636)  0.1212
H (-2.823, -0.716, 2.969)  0.1135
H (-4.940, -1.899, 3.456)  0.1089
H (-4.132, -3.455, 3.250)  0.1166
H (-4.300, -2.888, 5.651)  0.1074
H (-3.462, -1.361, 5.366)  0.1133
H (-1.886, -3.054, 6.240)  0.1090
H (-2.303, -4.148, 4.918)  0.1164
H (-0.190, -2.957, 4.419)  0.1222
H (-1.011, -1.401, 4.618)  0.1167
H (0.826, -1.893, -0.846)  0.1476
H (2.541, -2.262, 1.665)  0.1354
H (2.459, -3.391, 0.295)  0.1291
H (2.870, -2.427, -1.855)  0.1424
H (4.658, -1.490, -3.163)  0.1230
H (5.018, -0.413, -1.784)  0.1240
H (3.620, 1.523, -1.307)  0.1177
H (1.993, 3.192, -2.146)  0.1195
H (0.399, 2.728, -6.245)  0.0958
H (-0.879, 1.941, -5.273)  0.0977
H (-0.847, 3.713, -5.441)  0.0920
H (1.074, 0.619, -5.431)  0.1029
H (2.694, -1.003, -4.614)  0.1131

Results
Structure (SMILES): CCCCC[C@H]1CN(C2CCCCC2)C(=O)[C@@H]1CC(=O)NCc1ccc(OC)cc1
E_LUMO, eV: 0.726
HOMO level, eV: -8.62

Ordered relative energy (zero: lowest compared OMol25 entry of this formula, charge and spin) results: 42.11, 4.89; unit kJ/mol.